12
Properties=species:S:1:pos:R:3:forces:R:3:mulliken_charge:R:1 method="wB97M-V/def2-TZVPD" lumo_energy_ev=0.737 charge=0 spin_multiplicity=1 energy_ev=-6295.470 smiles=[H][H].C1CO1.O homo_energy_ev=-10.815 de_lowest_kcal_mol=67.81
H 0.887456 -1.272129 4.623708 0.06 0.04 0.00 -0.02
H 0.286746 -1.703467 4.619357 -0.06 -0.04 -0.01 0.02
C 0.045909 0.305072 -0.094187 -0.76 -0.05 -0.22 -0.20
C -0.119318 0.814981 1.301065 3.09 -1.23 -1.55 -0.31
O -1.164334 0.887815 0.365402 -0.16 0.16 0.77 -0.35
H -0.056510 -0.763143 -0.204673 0.22 -0.21 -0.30 0.19
H 0.565344 0.852353 -0.871235 0.05 0.08 0.11 0.21
H 0.155992 -0.040775 1.914608 -1.60 0.06 0.81 0.21
H 0.621485 1.587624 1.433826 -0.83 1.17 0.36 0.24
O -0.247252 -0.459478 -4.634195 -0.06 0.13 0.14 -0.65
H -0.819114 0.303600 -4.777744 0.06 -0.10 -0.02 0.32
H -0.156408 -0.512455 -3.675933 -0.01 -0.03 -0.11 0.32

12
Properties=species:S:1:pos:R:3:forces:R:3:mulliken_charge:R:1 method="wB97M-V/def2-TZVPD" lumo_energy_ev=0.821 charge=0 spin_multiplicity=1 energy_ev=-6297.359 smiles=CO.CO homo_energy_ev=-10.219 de_lowest_kcal_mol=24.23
C -0.068664 2.308603 -1.331129 1.89 -0.16 -1.41 -0.31
O 1.365501 2.180993 -1.391074 0.29 0.76 0.16 -0.52
H -0.447123 1.375628 -1.001755 -0.93 -0.59 0.84 0.14
H -0.176102 3.159955 -0.689032 -0.69 0.10 0.48 0.19
H -0.490438 2.515014 -2.322653 0.02 0.14 0.12 0.22
H 1.716044 1.404550 -1.826745 -0.57 -0.26 -0.19 0.28
C -0.451279 -2.210619 1.070993 0.22 1.30 -0.14 -0.47
O 0.135728 -1.550152 2.183485 0.09 0.55 -0.19 -0.50
H -0.906985 -3.127632 1.343317 -0.23 -1.16 0.24 0.31
H -1.292638 -1.558413 0.769829 0.60 -0.27 -0.45 0.18
H 0.320293 -2.360858 0.282716 -0.75 0.11 0.30 0.18
H 0.295665 -2.137069 2.912047 0.06 -0.52 0.24 0.30

13
Properties=species:S:1:pos:R:3:forces:R:3:mulliken_charge:R:1 method="wB97M-V/def2-TZVPD" lumo_energy_ev=0.321 charge=0 spin_multiplicity=1 energy_ev=-8345.329 smiles="C=CO.O.O" homo_energy_ev=-8.463 de_lowest_kcal_mol=15.51
C -1.079031 -3.077382 -0.222750 -2.17 -0.40 0.25 -0.72
C -0.970344 -1.800506 -0.545640 1.61 0.74 0.04 0.05
O 0.284297 -1.280989 -0.769050 0.13 -0.14 0.15 -0.54
H -2.082257 -3.510091 -0.012071 0.87 0.41 -0.33 0.22
H -0.242881 -3.741189 -0.135476 0.41 0.03 -0.01 0.26
H -1.713529 -1.014987 -0.656955 -0.53 -0.60 0.17 0.30
H 0.283998 -0.319134 -0.586723 -0.29 -0.42 -0.55 0.48
O -0.260403 1.308594 -0.382277 -0.19 -0.10 0.01 -0.70
H 0.243884 2.035062 -0.758920 0.12 0.10 0.19 0.30
H -0.041646 1.272775 0.553712 0.09 0.46 0.12 0.35
O 1.521677 3.415653 1.437599 0.07 -0.07 0.40 -0.63
H 2.266574 3.090187 1.959807 -0.01 -0.04 -0.25 0.32
H 1.052825 3.970274 2.072689 -0.11 0.03 -0.19 0.32

13
Properties=species:S:1:pos:R:3:forces:R:3:mulliken_charge:R:1 method="wB97M-V/def2-TZVPD" lumo_energy_ev=0.775 charge=0 spin_multiplicity=1 energy_ev=-8344.855 smiles="CC=O.O.O" homo_energy_ev=-9.973 de_lowest_kcal_mol=26.44
C -0.907349 -1.160207 0.476421 -1.05 -1.58 -0.18 -0.61
C -1.384347 0.222519 0.163673 -0.74 -0.87 0.31 -0.12
O -0.754364 1.148407 0.546338 1.74 2.27 0.99 -0.43
H -0.017090 -1.067534 1.106807 -0.15 -0.35 -1.10 0.09
H -0.823978 -1.767475 -0.456484 0.63 0.57 0.52 0.27
H -1.593848 -1.820993 1.047414 -0.29 0.84 -0.18 0.33
H -2.279251 0.563009 -0.357056 -0.79 -1.18 -0.65 0.48
O 0.844369 -0.003377 -2.463221 4.99 1.11 -2.98 -0.60
H 0.044904 0.174979 -2.115202 -4.28 1.00 1.90 0.28
H 1.134466 0.867905 -2.899785 -0.67 -2.09 1.04 0.32
O 1.701791 -0.144391 1.490333 -0.08 -2.68 1.42 -0.64
H 1.952834 0.656156 1.119576 0.42 2.41 -0.97 0.30
H 0.997775 0.014968 2.126558 0.28 0.54 -0.12 0.34

14
Properties=species:S:1:pos:R:3:forces:R:3:mulliken_charge:R:1 method="wB97M-V/def2-TZVPD" lumo_energy_ev=-11.958 charge=+2 spin_multiplicity=1 energy_ev=-14157.488 homo_energy_ev=-17.896 de_lowest_kcal_mol=29.76
Sn -19.716905 -18.631989 3.541461 0.25 0.66 2.68 1.68
O -19.555449 -19.351439 6.260069 -0.26 -0.01 -1.56 -0.54
H -19.625958 -18.712270 7.003553 0.34 0.43 0.10 0.36
H -19.316006 -20.193480 6.673150 -0.01 -0.11 -0.23 0.32
C -18.425888 -16.067379 6.296019 -0.11 1.33 1.40 -0.53
C -18.909045 -16.182566 7.729738 1.34 0.16 -0.49 -0.33
O -18.875554 -17.545865 8.125534 -0.42 0.16 0.07 -0.55
O -19.455821 -16.415230 5.349331 -0.06 -1.16 -1.31 -0.43
H -17.466406 -16.563210 6.166528 -0.37 -0.54 -0.41 0.30
H -18.213655 -14.996486 6.218500 -0.02 -0.04 -0.62 0.39
H -19.845820 -15.648700 7.902018 -0.27 -0.40 -0.03 0.33
H -18.133555 -15.580672 8.216182 -0.08 -0.31 0.62 0.37
H -18.685621 -17.622657 9.067866 -0.14 -0.03 0.03 0.32
H -20.029876 -15.638887 5.308202 -0.19 -0.15 -0.27 0.31

16
Properties=species:S:1:pos:R:3:forces:R:3:mulliken_charge:R:1 method="wB97M-V/def2-TZVPD" lumo_energy_ev=0.464 charge=0 spin_multiplicity=1 energy_ev=-20316.573 homo_energy_ev=-8.751 de_lowest_kcal_mol=153.51
C 0.914370 0.325944 -0.539992 -0.13 0.19 -0.19 0.47
C -1.508114 -0.181546 0.971183 1.63 0.36 -0.42 0.18
O 1.455514 0.441766 0.774699 0.10 -0.10 0.37 -0.55
O 0.121237 1.452611 -0.786230 -0.17 0.24 -0.10 -0.48
O 1.988652 0.340337 -1.423522 0.12 0.16 0.06 -0.57
O -0.941399 0.591488 1.847457 -0.62 -0.04 0.33 -0.49
O -2.776041 -0.318421 1.107157 -1.00 0.08 0.38 -0.35
Si -0.224474 -1.242921 -0.615376 0.38 0.14 -0.10 0.76
H 2.181070 1.081528 0.756516 0.03 -0.01 -0.04 0.28
H 0.690966 2.189841 -1.047326 0.05 -0.10 -0.07 0.28
H 1.963665 -0.441926 -1.981557 -0.08 -0.25 -0.02 0.31
H 0.028781 0.655462 1.623110 -0.11 -0.02 -0.01 0.55
H -3.156770 0.199478 1.848998 0.26 -0.05 -0.06 0.34
H 0.036565 -2.099151 0.548277 -0.22 -0.40 0.11 -0.16
H 0.613176 -2.018012 -1.626450 0.20 0.08 -0.15 -0.40
H -1.387196 -0.976476 -1.456942 -0.44 -0.29 -0.10 -0.17

12
Properties=species:S:1:pos:R:3:forces:R:3:mulliken_charge:R:1 method="wB97M-V/def2-TZVPD" lumo_energy_ev=0.847 charge=0 spin_multiplicity=1 energy_ev=-15085.492 smiles=COC.S homo_energy_ev=-9.696 de_lowest_kcal_mol=22.75
C -3.456018 0.522200 -2.324544 0.20 -0.42 0.00 -0.61
O -3.196309 1.317855 -1.185184 -0.24 0.12 -0.32 -0.27
C -3.861161 2.561392 -1.286476 0.07 0.28 0.36 -0.62
H -2.917653 -0.432043 -2.197280 -0.23 0.43 -0.03 0.22
H -3.099048 1.007002 -3.248741 -0.08 -0.05 0.20 0.27
H -4.532367 0.307090 -2.433246 0.20 0.09 0.04 0.27
H -3.521511 3.133341 -2.166307 -0.06 -0.16 0.15 0.27
H -4.954825 2.433437 -1.350808 0.22 -0.02 -0.01 0.27
H -3.627685 3.141739 -0.378020 -0.09 -0.28 -0.39 0.21
S 0.292895 -2.221097 1.909959 -0.15 0.21 -0.09 -0.30
H -1.000513 -1.879896 2.059604 0.19 -0.04 -0.03 0.15
H 0.551673 -1.122413 1.176716 -0.04 -0.16 0.10 0.15

12
Properties=species:S:1:pos:R:3:forces:R:3:mulliken_charge:R:1 method="wB97M-V/def2-TZVPD" lumo_energy_ev=0.590 charge=0 spin_multiplicity=1 energy_ev=-15085.043 smiles=CCO.S homo_energy_ev=-10.164 de_lowest_kcal_mol=33.11
C 1.112411 2.313157 -0.113199 2.26 -0.25 0.79 -1.11
C 1.641498 0.904013 0.083647 3.17 -0.26 -1.45 -0.19
O 1.103515 0.228351 1.203221 -1.11 -0.99 -1.76 -0.45
H 0.353033 2.661159 0.513506 -0.69 0.27 1.89 0.38
H 0.639844 2.368615 -0.992609 -1.82 -0.02 -3.77 0.39
H 1.908068 3.042838 -0.240925 0.15 0.12 0.57 0.29
H 1.622657 0.322380 -0.952548 -0.65 0.71 2.13 0.22
H 2.792385 0.931981 0.202818 -1.70 0.15 0.25 0.25
H 0.394570 -0.281147 0.742876 0.33 0.27 1.37 0.23
S -1.905405 -1.592700 -0.522275 1.27 -1.90 1.03 -0.34
H -1.997685 -2.729621 0.316868 -0.22 1.41 -0.89 0.19
H -0.577979 -1.962836 -0.682045 -0.97 0.49 -0.16 0.14

12
Properties=species:S:1:pos:R:3:forces:R:3:mulliken_charge:R:1 method="wB97M-V/def2-TZVPD" lumo_energy_ev=0.794 charge=0 spin_multiplicity=1 energy_ev=-15085.874 smiles=CCO.S homo_energy_ev=-9.802 de_lowest_kcal_mol=13.94
C -3.563573 -0.050422 1.144346 0.22 0.92 -0.02 -0.88
C -2.958384 -0.588194 -0.147470 -0.80 0.38 -0.02 -0.24
O -3.492558 0.086583 -1.297206 0.20 -0.11 0.24 -0.52
H -3.071601 0.882656 1.440971 0.13 -0.17 -0.02 0.24
H -3.508369 -0.734328 1.984191 0.02 -0.23 0.02 0.31
H -4.592797 0.263938 0.988459 -0.28 -0.37 -0.04 0.29
H -1.891270 -0.408406 -0.159857 0.21 -0.20 -0.11 0.25
H -3.183505 -1.645228 -0.242320 0.28 -0.35 0.02 0.26
H -4.396141 -0.228262 -1.401884 0.02 0.12 -0.07 0.30
S 4.912100 0.306435 0.118581 0.34 -0.11 -0.18 -0.28
H 4.873071 -0.701017 -0.765257 0.14 0.05 0.00 0.14
H 3.615363 0.169046 0.334375 -0.48 0.06 0.17 0.14

12
Properties=species:S:1:pos:R:3:forces:R:3:mulliken_charge:R:1 method="wB97M-V/def2-TZVPD" lumo_energy_ev=0.792 charge=0 spin_multiplicity=1 energy_ev=-15085.745 smiles=CSC.O homo_energy_ev=-8.562 de_lowest_kcal_mol=16.91
C 0.259550 -1.620396 0.600042 0.40 -1.34 1.81 -0.89
S 1.516053 -0.364646 0.830968 0.33 0.53 -0.62 -0.05
C 1.462886 0.406432 -0.820163 -0.39 -0.31 -0.52 -0.79
H -0.587758 -1.375694 1.252259 -0.67 0.27 -1.43 0.29
H 0.218572 -2.042028 -0.403461 -0.83 0.79 -0.15 0.31
H 0.553263 -2.529573 1.146048 0.71 0.19 0.07 0.33
H 0.711016 1.183457 -1.029684 -0.11 -0.43 0.52 0.23
H 1.325322 -0.420867 -1.526060 -0.05 0.30 0.00 0.24
H 2.398285 0.869865 -1.084999 0.59 0.02 0.30 0.33
O -2.818265 1.659462 0.393092 -0.52 -0.75 0.10 -0.63
H -3.139535 2.550416 0.499064 0.16 0.43 -0.03 0.31
H -1.899388 1.683571 0.142894 0.38 0.30 -0.06 0.31

13
Properties=species:S:1:pos:R:3:forces:R:3:mulliken_charge:R:1 method="wB97M-V/def2-TZVPD" lumo_energy_ev=0.261 charge=0 spin_multiplicity=1 energy_ev=-25920.151 smiles=CCO.SS homo_energy_ev=-9.183 de_lowest_kcal_mol=41.14
C -1.618396 0.164615 0.352936 -0.24 -2.64 0.59 -0.88
C -0.499276 1.162053 0.307584 0.36 -2.14 2.66 0.16
O -0.174456 1.690560 1.688485 -0.25 -0.43 -1.91 -0.53
H -2.614450 0.478902 0.741718 0.81 -0.14 -0.44 0.26
H -1.692800 -0.496016 -0.590403 -0.17 1.55 0.96 0.29
H -1.168987 -0.613256 1.038588 -1.04 0.51 -0.11 0.23
H -0.716945 1.896551 -0.379738 -0.11 2.43 -0.80 0.34
H 0.257073 0.511696 -0.120660 0.99 0.82 0.24 -0.19
H 0.223870 1.029770 2.296464 -0.46 0.22 -1.17 0.31
S 2.703984 -1.996596 -1.940159 0.56 -0.85 -2.23 -0.19
S 2.272485 -1.272036 -0.145454 -2.17 0.67 0.41 -0.13
H 2.138999 -1.148689 -2.872142 0.38 -0.04 0.91 0.16
H 0.888900 -1.407553 -0.377218 1.35 0.02 0.89 0.18

13
Properties=species:S:1:pos:R:3:forces:R:3:mulliken_charge:R:1 method="wB97M-V/def2-TZVPD" lumo_energy_ev=0.536 charge=0 spin_multiplicity=1 energy_ev=-25920.443 smiles=CSS.CO homo_energy_ev=-9.299 de_lowest_kcal_mol=34.41
C 1.823060 -1.578617 -0.995503 -0.32 -1.34 2.28 -0.75
S 0.037625 -1.267798 -0.537292 0.93 -0.16 0.02 0.03
S -0.944782 -2.248406 -2.013570 -0.38 1.55 -1.22 -0.23
H 1.718210 -2.446577 -1.635839 0.50 0.07 -0.22 0.29
H 2.394244 -0.777405 -1.415496 -0.20 0.62 -0.46 0.29
H 2.349021 -1.904507 -0.031223 -0.74 0.41 -1.33 0.24
H -1.032746 -3.502365 -1.681790 0.19 -1.19 0.93 0.15
C -0.887047 2.515805 1.686703 -2.81 1.78 -2.62 -0.51
O -1.263948 1.941747 0.393625 0.32 -0.29 0.58 -0.47
H -1.566170 3.418617 1.684607 0.98 -0.36 0.24 0.21
H 0.125660 2.895180 1.600218 0.27 -0.63 0.88 0.22
H -1.348716 1.965904 2.481187 1.00 -0.74 0.82 0.29
H -1.404417 0.988419 0.464373 0.26 0.28 0.09 0.25